--- P ---
Below is a 2-piece molecular cluster, CH5OS overall, with properties calculated with ωB97M-V/def2-TZVPD.

Positions of all 8 atoms, in Å:
O  0.454  0.566  -2.095
H  0.624  1.075  -1.273
C  -0.079  -0.216  1.076
S  -1.531  -1.136  -0.030
H  -0.530  0.489  1.905
H  0.438  -1.061  1.481
H  0.652  0.422  0.603
H  -0.030  -0.139  -1.668

Properties
- Total charge: -1
- LUMO energy: 4.4 eV

Results of the Mulliken charge analysis, in e, for atoms 1 through 6: -0.630, 0.315, -0.756, -0.722, 0.159, 0.187

---

--- Q ---
Below is a 2-piece molecular cluster, CH5OS overall, with properties calculated with ωB97M-V/def2-TZVPD.

Positions of all 8 atoms, in Å:
C  0.186  -1.287  -0.100
S  -1.517  -0.460  0.009
H  0.145  -2.258  -0.617
H  0.623  -0.602  -0.817
H  0.624  -1.525  0.864
H  0.604  2.094  0.699
H  -0.595  1.626  -0.120
O  -0.069  2.412  0.082

Properties
- Total charge: -1
- LUMO energy: 4.5 eV

Results of the Mulliken charge analysis, in e, for atoms 1 through 6: -0.758, -0.738, 0.225, 0.182, 0.202, 0.302

---

--- R ---
Below is a 2-piece molecular cluster, CH5OS overall, with properties calculated with ωB97M-V/def2-TZVPD.

Positions of all 8 atoms, in Å:
O  1.118  -1.831  -0.998
H  0.256  -1.406  -0.708
C  -0.516  1.023  0.398
S  -1.333  -0.600  0.548
H  0.462  1.190  0.860
H  -1.147  1.763  0.904
H  -0.489  1.212  -0.676
H  1.649  -1.352  -0.327

Properties
- Total charge: -1
- LUMO energy: 4.4 eV

Results of the Mulliken charge analysis, in e, for atoms 1 through 6: -0.655, 0.208, -0.827, -0.714, 0.235, 0.229

---

Tell me which of them is the most stable. Sure, it is R.

---

--- P ---
Below is an isolated molecule of C3H7OPS, with properties calculated with ωB97M-V/def2-TZVPD.

Positions of all 13 atoms, in Å:
C  -1.527  0.301  1.332
C  -0.222  -0.313  0.703
S  1.202  0.939  0.953
P  0.050  0.006  -1.055
C  1.788  -0.449  -1.381
O  2.219  -0.170  -2.467
H  -2.322  0.027  0.785
H  -1.447  -0.163  2.336
H  -1.480  1.309  1.450
H  -0.025  -1.352  1.142
H  -0.676  -0.706  -1.937
H  -0.047  1.342  -1.294
H  2.488  -0.772  -0.568

Properties
- Total charge: 0
- LUMO energy: 0.2 eV
- SMILES: C[C@@H]1S[PH2]1C=O

Results of the Mulliken charge analysis, in e, for atoms 1 through 6: -1.226, -0.058, -0.452, 0.062, 0.007, -0.437

---

--- Q ---
Below is a 2-piece molecular cluster, C3H7OPS overall, with properties calculated with ωB97M-V/def2-TZVPD.

Positions of all 13 atoms, in Å:
C  1.830  0.527  -0.654
C  1.899  -0.274  0.652
C  0.632  -0.019  0.039
O  -2.614  -0.011  0.695
P  -3.477  -0.032  -0.471
S  -0.575  1.134  0.737
H  2.111  1.581  -0.532
H  2.167  0.071  -1.677
H  2.236  -1.413  0.698
H  2.203  0.307  1.444
H  0.155  -0.880  -0.438
H  -2.533  -0.600  -1.481
H  -3.620  1.192  -1.195

Properties
- Total charge: 0
- LUMO energy (spin up / spin down): -2.0 / -1.2 eV

Results of the Mulliken charge analysis, in e, for atoms 1 through 6: -0.591, -0.454, 0.001, -0.408, 0.216, -0.044

---

Tell me which of them is the most stable. Sure, it is P.

---

--- P ---
Below is a 2-piece molecular cluster, C5H7N3 overall, with properties calculated with ωB97M-V/def2-TZVPD.

Positions of all 15 atoms, in Å:
C  -1.323  1.314  1.156
C  -0.604  0.525  1.932
C  -0.022  0.201  -0.295
C  1.137  -1.083  1.390
C  0.802  -0.242  -2.930
N  0.217  -1.048  -3.534
N  -0.929  1.100  -0.184
N  0.260  -0.190  1.093
H  -2.115  2.072  1.491
H  -0.703  0.541  3.023
H  1.888  -1.504  0.792
H  1.228  -1.465  2.329
H  1.261  0.617  -2.373
H  -0.174  -1.925  -3.849
H  -1.374  1.553  -0.970

Properties
- Total charge: +2
- LUMO energy: -9.9 eV

Results of the Mulliken charge analysis, in e, for atoms 1 through 6: -0.304, -0.202, -0.395, -0.016, 0.252, -0.011

---

--- Q ---
Below is C5H7N3 as an isolated structure, with properties calculated with ωB97M-V/def2-TZVPD.

Positions of all 15 atoms, in Å:
C  -1.506  1.586  0.089
C  -1.910  0.350  -0.209
C  0.319  0.241  0.149
C  -0.768  -1.787  -0.333
C  2.142  -0.494  0.412
N  2.953  -0.226  -0.403
N  -0.065  1.484  0.265
N  -0.830  -0.497  -0.163
H  -2.125  2.496  0.187
H  -2.941  0.125  -0.529
H  0.226  -2.084  -0.214
H  -1.561  -2.589  -0.346
H  1.983  -1.051  1.324
H  3.619  0.160  -1.039
H  0.464  2.287  0.810

Properties
- Total charge: +2
- LUMO energy: -11.3 eV

Results of the Mulliken charge analysis, in e, for atoms 1 through 6: -0.343, -0.148, -0.026, 0.105, -0.107, -0.154

---

--- R ---
Below is a 2-piece molecular cluster, C5H7N3 overall, with properties calculated with ωB97M-V/def2-TZVPD.

Positions of all 15 atoms, in Å:
C  3.553  0.337  -0.201
C  -2.921  0.167  -0.110
C  1.498  -0.690  0.548
C  4.724  0.825  -0.438
C  -4.170  -0.009  -0.524
N  -1.836  0.157  0.326
N  2.438  -0.077  0.069
N  0.528  -1.175  1.051
H  5.567  1.169  0.148
H  5.085  0.867  -1.433
H  -4.828  -0.307  0.241
H  -4.249  -0.701  -1.472
H  -4.536  0.973  -0.869
H  0.305  -1.949  1.704
H  -1.157  0.413  0.961

Properties
- Total charge: +2
- LUMO energy: -9.0 eV

Results of the Mulliken charge analysis, in e, for atoms 1 through 6: 0.894, 0.349, 0.584, -0.874, -0.779, 0.031

---

Tell me which of them is the most stable. Sure, it is R.

---

--- P ---
Below is a 4-piece molecular cluster, C2H12NO3 overall, with properties calculated with ωB97M-V/def2-TZVPD.

Positions of all 18 atoms, in Å:
C  0.174  0.612  1.498
C  -1.276  0.304  -0.439
N  -0.073  0.470  0.010
H  0.858  -0.129  1.878
H  -0.854  0.513  1.769
H  0.778  1.603  1.475
H  -1.792  -0.451  0.052
H  -1.614  0.413  -1.489
H  0.673  0.233  -0.788
H  -1.849  -1.117  4.424
H  -1.586  -2.335  3.478
O  -1.776  -1.350  3.493
H  3.605  0.748  -1.330
H  2.495  0.790  -2.250
O  2.607  0.602  -1.339
H  -0.631  -0.834  -3.596
H  0.615  -0.099  -3.564
O  -0.353  0.028  -3.280

Properties
- Total charge: +1
- LUMO energy: -5.1 eV

Results of the Mulliken charge analysis, in e, for atoms 1 through 6: -0.651, -0.216, 0.047, 0.283, 0.338, 0.271

---

--- Q ---
Below is a 3-piece molecular cluster, C2H12NO3 overall, with properties calculated with ωB97M-V/def2-TZVPD.

Positions of all 18 atoms, in Å:
C  0.911  1.475  -0.530
O  1.840  1.519  0.536
C  -0.437  1.149  0.016
N  -0.764  -0.327  0.211
H  0.765  2.483  -0.922
H  1.174  0.721  -1.274
H  2.753  1.792  0.316
H  -1.127  1.398  -0.780
H  -0.550  1.538  1.014
H  -0.152  -1.042  0.950
H  -1.749  -0.288  0.442
H  -0.737  -0.874  -0.747
H  -2.996  -2.668  -1.720
H  -1.794  -2.033  -2.518
O  -2.253  -2.044  -1.665
H  2.068  -1.574  2.576
H  1.598  -0.107  2.100
O  1.451  -1.115  1.996

Properties
- Total charge: +1
- LUMO energy: -3.1 eV

Results of the Mulliken charge analysis, in e, for atoms 1 through 6: -0.302, -0.501, -0.689, -0.379, 0.328, 0.308

---

--- R ---
Below is a 4-piece molecular cluster, C2H12NO3 overall, with properties calculated with ωB97M-V/def2-TZVPD.

Positions of all 18 atoms, in Å:
C  -2.622  -1.039  -1.270
C  -0.653  -2.419  -0.989
N  -1.205  -1.278  -0.994
H  -3.006  -0.385  -0.494
H  -2.685  -0.515  -2.217
H  -3.180  -1.962  -1.279
H  -1.273  -3.306  -1.112
H  0.410  -2.521  -0.864
H  -0.635  -0.459  -0.625
H  0.618  3.146  1.595
H  1.323  1.937  2.281
O  0.550  2.200  1.746
H  0.534  1.420  -1.210
H  0.659  1.133  0.303
O  0.449  0.709  -0.565
H  3.731  1.469  1.213
H  3.803  0.779  2.575
O  3.181  1.090  1.907

Properties
- Total charge: +1
- LUMO energy: -4.2 eV

Results of the Mulliken charge analysis, in e, for atoms 1 through 6: -0.777, -0.097, 0.095, 0.303, 0.321, 0.323

---

Tell me which of them is the most stable. Sure, it is R.

---

--- P ---
Below is a 4-piece molecular cluster, C2H12NO3 overall, with properties calculated with ωB97M-V/def2-TZVPD.

Positions of all 18 atoms, in Å:
C  -0.758  -1.950  0.096
C  -1.543  -2.438  -0.837
N  -0.477  -0.545  0.033
H  0.118  -2.485  0.470
H  -1.580  -3.477  -0.990
H  -2.087  -1.669  -1.447
H  -0.804  0.090  0.858
H  0.555  -0.407  -0.039
H  -0.809  -0.064  -0.883
H  3.210  -0.269  -0.565
H  2.325  0.952  -0.632
O  2.330  0.063  -0.376
H  2.090  3.737  -1.579
H  2.051  3.128  -2.887
O  1.951  2.871  -1.982
H  -2.852  1.268  3.465
H  -1.496  0.623  4.047
O  -2.223  0.572  3.247

Properties
- Total charge: +1
- LUMO energy: -3.1 eV

Results of the Mulliken charge analysis, in e, for atoms 1 through 6: -0.051, -0.491, -0.283, 0.330, 0.284, 0.178

---

--- Q ---
Below is a 3-piece molecular cluster, C2H12NO3 overall, with properties calculated with ωB97M-V/def2-TZVPD.

Positions of all 18 atoms, in Å:
C  1.819  0.293  0.079
O  2.064  0.082  -1.296
C  0.431  0.903  0.209
N  -0.609  -0.029  -0.324
H  2.508  0.985  0.573
H  1.886  -0.679  0.551
H  2.537  0.826  -1.695
H  0.162  1.188  1.227
H  0.430  1.804  -0.397
H  -0.764  -0.908  0.165
H  -0.223  -0.299  -1.237
H  -1.490  0.469  -0.486
H  -4.278  0.670  -0.809
H  -3.269  1.173  -1.847
O  -3.332  0.743  -0.987
H  0.154  -2.059  3.132
H  0.915  -2.531  1.933
O  0.327  -1.816  2.213

Properties
- Total charge: +1
- LUMO energy: -2.9 eV

Results of the Mulliken charge analysis, in e, for atoms 1 through 6: -0.297, -0.535, -0.519, -0.162, 0.365, 0.147

---

Tell me which of them is the most stable. Sure, it is Q.

---

--- P ---
Below is an isolated molecule of CH2ClN3S, with properties calculated with ωB97M-V/def2-TZVPD.

Positions of all 8 atoms, in Å:
N  -0.161  0.113  -0.307
N  0.865  -0.578  -0.804
Cl  2.577  0.371  -0.350
N  0.805  -0.944  -1.993
C  1.524  -2.197  -2.589
S  2.104  -2.689  -3.930
H  -0.014  0.362  0.664
H  -0.494  0.897  -0.868

Properties
- Total charge: 0
- LUMO energy (spin up / spin down): -1.4 / -1.6 eV
- SMILES: NN(Cl)N=C=S

Results of the Mulliken charge analysis, in e, for atoms 1 through 6: -0.403, 0.342, -0.273, -0.302, 0.244, -0.133

---

--- Q ---
Below is a 2-piece molecular cluster, CH2ClN3S overall, with properties calculated with ωB97M-V/def2-TZVPD.

Positions of all 8 atoms, in Å:
H  2.393  -0.933  -0.289
N  1.550  -1.412  -0.030
N  0.423  -1.005  0.052
N  0.095  0.180  -0.560
C  -0.591  0.974  -1.140
S  -1.234  1.841  -2.201
Cl  -1.547  0.707  1.828
H  -1.089  -0.354  2.339

Properties
- Total charge: 0
- LUMO energy: -0.4 eV
- SMILES: [H]/N=N\N=C=S.Cl

Results of the Mulliken charge analysis, in e, for atoms 1 through 6: 0.258, -0.464, 0.036, 0.089, 0.479, -0.376

---

Tell me which of them is the most stable. Sure, it is Q.

---

--- P ---
Below is an isolated molecule of C4H7F, with properties calculated with ωB97M-V/def2-TZVPD.

Positions of all 12 atoms, in Å:
C  0.275  -0.865  -1.965
C  -0.043  -1.185  -0.740
F  0.280  -2.321  -0.126
C  -0.863  -0.215  0.260
C  -0.608  1.272  -0.064
H  0.775  -1.694  -2.483
H  0.109  -0.095  -2.661
H  -1.964  -0.415  0.089
H  -0.415  -0.473  1.247
H  0.484  1.293  -0.271
H  -1.041  1.926  0.739
H  -1.022  1.671  -1.030

Properties
- Total charge: 0
- LUMO energy: 1.1 eV
- SMILES: C=C(F)CC

Results of the Mulliken charge analysis, in e, for atoms 1 through 6: -0.759, 0.274, -0.263, -0.151, -1.111, 0.260

---

--- Q ---
Below is an isolated molecule of C4H7F, with properties calculated with ωB97M-V/def2-TZVPD.

Positions of all 12 atoms, in Å:
C  1.471  1.162  -0.034
C  1.126  -0.145  -0.013
F  2.079  -1.072  -0.016
C  -0.252  -0.804  -0.035
C  -1.539  -0.016  -0.049
H  2.530  1.434  -0.065
H  0.692  1.904  0.124
H  -0.228  -1.495  -0.910
H  -0.283  -1.461  0.918
H  -1.540  0.883  -0.685
H  -1.683  0.338  0.979
H  -2.373  -0.728  -0.214

Properties
- Total charge: 0
- LUMO energy: 1.1 eV
- SMILES: C=C(F)CC

Results of the Mulliken charge analysis, in e, for atoms 1 through 6: -0.825, 0.412, -0.270, -0.083, -1.162, 0.282

---

Tell me which of them is the most stable. Sure, it is Q.